{
  "formula": "C3H2O3",
  "method": "wB97M-V/def2-TZVPD",
  "symbols": ["O", "C", "C", "O", "C", "O", "H", "H"],
  "positions_angstrom": [[-2.1380, 0.1128, 0.7524], [-0.9506, 0.1519, 0.6574], [-0.0336, 0.4831, -0.7073], [-0.2914, 1.2257, -1.6135], [1.1516, -0.3603, -0.3268], [1.5289, -0.2568, 0.8291], [-0.1257, -0.0701, 1.4015], [1.3511, -1.2666, -0.9186]],
  "mulliken_charge": [-0.388, 0.063, 0.469, -0.441, 0.031, -0.437, 0.398, 0.306],
  "charge": 0,
  "smiles": "O=CC(=O)C=O",
  "e_lumo_ev": -1.4,
  "e_above_lowest_kcal_mol": 59.4,
  "homo_energy_ev": -9.44,
  "total_energy_ha": -341.14220
}